Record 1
Density functional theory data (ωB97M-V with the def2-TZVPD basis set) for C5H11N in the gas phase in a non-equilibrium geometry.

Calculated values
SMILES string = C=CCCCN
Lowest unoccupied orbital energy = 0.0429 Ha
2S+1 = 1

Structure (XYZ):
```
17
Properties=species:S:1:pos:R:3:forces:R:3:lowdin_charge:R:1
C -2.204023 0.660734 -1.891888 0.3 -0.4 1.0 -0.0002
C -1.125705 0.242239 -1.224095 -0.4 1.9 -0.2 -0.1908
C -1.091663 -0.447105 0.091067 -0.2 -0.4 1.1 -0.2238
C 0.084254 -0.096337 1.005619 0.3 0.1 1.0 -0.2234
C 1.445639 -0.108837 0.337682 -0.4 -0.5 -1.0 -0.3352
N 2.555123 -0.067240 1.251530 0.0 0.3 0.5 -0.0073
H -2.028988 1.298848 -2.737414 -0.4 0.2 -0.3 0.0455
H -3.198329 0.519666 -1.480442 -0.1 -0.3 -0.5 0.0587
H -0.275946 0.855564 -1.524676 0.6 -1.0 -0.1 0.0906
H -1.989284 -0.214692 0.675650 -0.1 0.1 -0.3 0.1122
H -1.143873 -1.538255 0.040506 0.2 0.0 -0.6 0.1133
H 0.106055 -0.821573 1.830206 0.0 -0.2 -0.2 0.1077
H -0.069683 0.826502 1.570885 0.0 0.3 -0.4 0.1120
H 1.534108 0.724897 -0.351335 0.1 0.4 0.0 0.0982
H 1.417780 -0.982703 -0.338967 0.3 -0.1 0.1 0.1150
H 2.530302 -0.796544 1.950018 0.0 -0.1 -0.1 0.0640
H 3.454230 -0.055163 0.795655 0.0 -0.1 0.0 0.0636
```
Forces are in eV/Å.

***

Record 2
Density functional theory data (ωB97M-V with the def2-TZVPD basis set) for C5H14N as an isolated structure in a non-equilibrium geometry.

Calculated values
Net charge = +2
Lowest unoccupied orbital energy (alpha / beta) = -0.5340 / -0.5849 Ha
2S+1 = 2

Structure (XYZ):
```
20
Properties=species:S:1:pos:R:3:forces:R:3:lowdin_charge:R:1
C 0.295661 -1.112015 1.289916 1.9 -0.6 2.4 0.1024
C 0.549443 0.178399 0.495990 1.0 1.7 0.6 -0.3571
C -0.633276 0.542594 -0.396024 -3.0 2.1 0.0 -0.2796
C -1.933459 0.788446 0.395835 1.3 -2.9 1.8 0.0440
C -0.857228 -0.513360 -1.552936 -0.2 -0.4 -1.1 0.0818
N 1.545603 0.086237 -0.448538 -1.8 -0.1 2.6 0.4889
H 0.493632 -1.747644 0.443166 -0.9 -1.6 0.1 0.1196
H 1.253920 -1.188078 1.878097 -0.9 -0.3 -0.1 0.1463
H -0.550589 -1.132573 2.055491 0.7 0.2 -1.7 0.1674
H 0.522945 1.134768 1.299755 0.6 -1.7 -1.4 0.2928
H -0.322345 1.555054 -0.781785 -0.8 -0.4 -1.1 0.2125
H -2.228452 -0.290291 0.907847 0.5 2.3 -1.0 0.1966
H -1.785324 1.462872 1.240114 -0.1 0.0 0.5 0.1273
H -2.776833 1.186106 -0.124408 -0.2 0.3 -1.1 0.1167
H -1.311354 -1.410965 -1.114728 0.6 0.0 0.5 0.1292
H -1.684204 -0.141135 -2.152552 0.3 0.5 -0.4 0.1257
H 0.079986 -0.650630 -2.104776 -0.4 -0.1 0.0 0.1184
H 2.195911 0.795037 -0.146928 1.6 1.1 -0.5 0.1452
H 5.735788 0.228242 -0.014081 -1.5 0.1 0.8 0.0371
H 5.030847 0.291196 0.357863 1.5 -0.1 -0.8 -0.0153
```
Forces are in eV/Å.

***

These records have DFT total energy values of -6852.245 -6872.432 eV, in the order they appear.
These records have energy above the lowest of the compared OMol25 structures with the same formula, charge and spin values of 123.8 927.9 kJ/mol, in the order they appear.